(1)
The following is a quantum chemistry calculation of a structure of composition H2NO3PS, from the OMol25 dataset.

XYZ file:
```
8
Properties=species:S:1:pos:R:3
N -1.92 -0.46 0.62
O 2.27 1.14 0.69
O 1.61 -0.51 -1.21
O 2.81 -1.31 0.95
P 2.15 -0.23 0.17
S -2.77 0.83 -0.03
H -0.94 -0.20 0.54
H -3.20 0.74 -1.73
```

Its multiplicity is 1. Its energy relative to the best compared isomer or geometry (same formula, charge and spin) is 43.0 kcal/mol. As for the total charge: -2. The HOMO energy is 0.0085 hartree. The LUMO energy is 6.39 eV. Its maximum force is 2.635 eV/A.

(2)
The following is a quantum chemistry calculation of an isolated molecule of C4H11NO, from the OMol25 dataset.

XYZ file:
```
17
Properties=species:S:1:pos:R:3
C 1.45 -0.17 1.53
C -0.86 -0.62 0.43
C -1.13 0.67 -0.38
C -0.56 0.63 -1.68
H 0.90 -0.39 2.48
H 2.49 -0.64 1.55
H 1.66 0.99 1.28
H 0.74 -1.82 0.39
H -1.10 -0.53 1.48
H -1.44 -1.42 0.00
H -0.82 1.65 0.31
H -2.17 0.83 -0.45
H -1.16 -0.18 -2.24
H -0.79 1.57 -2.20
H 1.29 -0.25 -1.15
N 0.66 -0.81 0.39
O 0.83 0.51 -1.74
```

As for the SMILES: CNCCCO. Its multiplicity is 1. Its energy relative to the best compared isomer or geometry (same formula, charge and spin) is 59.4 kcal/mol. As for the total charge: 0. The HOMO energy is -0.3235 hartree. The LUMO energy is 0.96 eV. Its maximum force is 5.722 eV/A.